Entry 1:
{"formula": "C26H50Cl2MnN3O5Si", "method": "the ωB97M-V functional and the def2-TZVPD basis", "symbols": ["C", "C", "H", "H", "H", "C", "C", "H", "H", "H", "H", "Mn", "Cl", "C", "O", "N", "C", "C", "H", "H", "H", "H", "H", "H", "H", "H", "H", "C", "C", "N", "H", "C", "O", "H", "H", "H", "H", "H", "H", "C", "C", "N", "H", "C", "O", "H", "H", "H", "H", "O", "C", "C", "C", "H", "C", "H", "C", "H", "C", "C", "H", "H", "H", "Si", "Cl", "C", "C", "C", "H", "H", "H", "H", "H", "H", "H", "H", "H", "C", "C", "C", "O", "H", "H", "H", "H", "H", "H", "H"], "coordinates": [[-1.23, -0.42, -3.55], [-0.77, -1.70, -2.95], [-0.88, -0.29, -4.58], [-0.89, 0.44, -2.95], [-2.33, -0.38, -3.58], [-0.30, -2.75, -3.65], [-0.11, -2.79, -5.13], [-0.03, -3.67, -3.13], [-0.30, -1.83, -5.62], [-0.78, -3.54, -5.58], [0.92, -3.11, -5.38], [0.14, 0.40, 0.45], [0.35, 2.01, -0.96], [0.12, -2.16, 2.14], [0.86, -1.19, 1.86], [0.46, -3.19, 2.94], [1.80, -3.32, 3.50], [-0.47, -4.27, 3.23], [-0.90, -2.23, 1.74], [2.38, -2.42, 3.30], [2.30, -4.20, 3.06], [1.71, -3.49, 4.58], [-1.46, -4.03, 2.82], [-0.55, -4.42, 4.32], [-0.12, -5.22, 2.78], [1.02, 2.80, 5.23], [-0.57, 4.77, 4.66], [1.42, 2.94, 4.22], [-0.18, 4.75, 3.63], [0.38, 3.44, 3.33], [1.79, 1.99, 3.82], [-0.01, 2.71, 2.30], [0.50, 1.57, 2.07], [-1.00, 4.97, 2.94], [-0.81, 3.10, 1.65], [2.24, 3.67, 4.27], [0.58, 5.53, 3.54], [1.68, -0.19, -3.11], [2.58, -2.71, -2.66], [2.59, 0.14, -2.60], [3.44, -2.14, -2.28], [3.02, -0.89, -1.67], [2.39, 1.07, -2.06], [2.98, -0.75, -0.33], [2.59, 0.25, 0.27], [3.96, -2.75, -1.52], [3.36, -1.65, 0.21], [3.38, 0.28, -3.35], [4.12, -1.93, -3.12], [0.20, -0.97, -0.92], [-0.81, -1.75, -1.42], [0.52, -3.76, -0.61], [-0.72, -3.17, -0.83], [1.43, -3.18, -0.81], [0.59, -5.09, -0.20], [-1.78, -1.30, -1.14], [-1.89, -3.85, -0.52], [1.57, -5.57, -0.10], [-0.58, -5.79, 0.08], [-1.82, -5.17, -0.07], [-2.84, -3.33, -0.69], [-0.53, -6.83, 0.40], [-2.75, -5.70, 0.15], [0.02, 5.44, -2.12], [-0.21, 3.86, -3.45], [1.84, 5.73, -1.86], [-1.09, 5.15, -0.63], [-0.58, 7.00, -3.00], [2.39, 4.79, -1.78], [2.05, 6.34, -0.97], [2.22, 6.28, -2.73], [0.12, 7.22, -3.82], [-0.61, 7.87, -2.33], [-1.58, 6.84, -3.42], [-0.93, 4.16, -0.18], [-2.14, 5.20, -0.96], [-0.92, 5.92, 0.13], [-3.98, -0.13, 1.50], [-2.58, 0.37, 1.88], [-2.24, -0.02, 3.31], [-1.66, -0.12, 0.96], [-4.05, -1.22, 1.61], [-4.22, 0.14, 0.46], [-4.74, 0.33, 2.15], [-2.61, 1.48, 1.83], [-2.28, -1.12, 3.41], [-1.22, 0.31, 3.58], [-2.96, 0.43, 4.01]], "lowdin_charge": [-0.05, -0.23, 0.06, 0.05, 0.09, -0.13, -0.12, 0.10, 0.05, 0.07, 0.06, 0.42, 0.17, -0.28, -0.05, -0.17, -0.04, -0.06, 0.13, 0.09, 0.09, 0.08, 0.09, 0.08, 0.08, 0.09, 0.09, -0.03, -0.05, -0.17, 0.09, -0.26, -0.12, 0.09, 0.12, 0.09, 0.09, 0.09, 0.08, -0.06, -0.07, -0.18, 0.02, -0.32, -0.07, 0.08, 0.13, 0.08, 0.08, -0.32, -0.41, -0.04, -0.17, 0.10, -0.10, 0.13, -0.03, 0.10, -0.14, -0.11, 0.12, 0.09, 0.09, 0.09, 0.27, -0.22, -0.23, -0.24, 0.02, 0.03, 0.02, 0.02, 0.03, 0.02, -0.05, 0.04, 0.02, -0.08, -0.59, -0.07, -0.33, 0.07, 0.07, 0.06, 0.11, 0.07, 0.06, 0.07], "spin_multiplicity": 6, "total_energy_ha": -3922.23204, "charge": -1}


Entry 2:
{"formula": "C20H62N2O14", "method": "the ωB97M-V functional and the def2-TZVPD basis", "symbols": ["C", "O", "C", "C", "C", "N", "H", "H", "H", "H", "H", "H", "H", "H", "H", "H", "H", "C", "O", "C", "C", "C", "N", "H", "H", "H", "H", "H", "H", "H", "H", "H", "H", "H", "O", "C", "C", "O", "H", "H", "H", "H", "H", "H", "O", "C", "C", "O", "H", "H", "H", "H", "H", "H", "O", "C", "C", "O", "H", "H", "H", "H", "H", "H", "O", "C", "C", "O", "H", "H", "H", "H", "H", "H", "C", "O", "H", "H", "H", "H", "C", "O", "H", "H", "H", "H", "C", "O", "H", "H", "H", "H", "C", "O", "H", "H", "H", "H"], "coordinates": [[20.18, 28.51, 4.31], [20.31, 29.75, 3.71], [20.74, 30.81, 4.58], [20.60, 32.21, 3.86], [21.78, 32.40, 2.87], [20.78, 33.21, 4.95], [21.13, 28.25, 4.78], [20.12, 27.72, 3.56], [19.42, 28.45, 5.08], [20.06, 30.81, 5.43], [21.75, 30.70, 4.97], [19.60, 32.32, 3.47], [21.75, 33.33, 2.30], [21.78, 31.53, 2.20], [22.73, 32.39, 3.40], [21.74, 33.10, 5.25], [20.77, 34.11, 4.50], [20.20, 18.08, 0.00], [19.65, 18.32, 1.24], [18.29, 18.50, 1.26], [17.77, 18.61, 2.68], [16.21, 18.63, 2.83], [18.30, 19.88, 3.23], [21.25, 17.84, 0.09], [20.08, 18.87, -0.74], [19.75, 17.18, -0.41], [17.99, 19.36, 0.66], [17.69, 17.73, 0.78], [18.06, 17.84, 3.39], [15.80, 17.67, 2.51], [15.64, 19.30, 2.19], [15.96, 18.78, 3.88], [19.31, 19.88, 3.20], [18.02, 20.63, 2.61], [9.83, 18.14, 2.92], [9.02, 19.25, 3.11], [8.90, 19.57, 4.56], [8.23, 20.82, 4.78], [10.25, 18.30, 2.08], [9.62, 20.03, 2.66], [8.05, 19.28, 2.62], [9.90, 19.53, 4.99], [8.34, 18.82, 5.12], [8.52, 21.50, 4.17], [15.28, 21.41, 11.73], [15.59, 20.60, 12.90], [14.83, 21.07, 14.17], [15.44, 20.55, 15.37], [15.97, 21.20, 11.10], [15.46, 19.54, 12.72], [16.67, 20.67, 13.09], [13.76, 20.89, 14.06], [14.84, 22.16, 14.16], [14.79, 20.80, 16.03], [7.49, 29.73, 6.14], [8.34, 29.75, 7.30], [8.88, 28.35, 7.86], [10.15, 28.02, 7.28], [8.04, 29.62, 5.36], [9.27, 30.31, 7.15], [7.81, 30.32, 8.06], [8.13, 27.58, 7.68], [9.02, 28.36, 8.94], [10.55, 27.25, 7.69], [8.79, 25.93, 3.19], [9.57, 26.30, 2.03], [8.96, 27.62, 1.52], [9.27, 28.72, 2.27], [9.20, 26.39, 3.93], [10.61, 26.34, 2.34], [9.54, 25.59, 1.21], [7.87, 27.63, 1.53], [9.32, 27.80, 0.51], [10.15, 29.06, 2.08], [14.13, 23.80, 6.34], [13.68, 24.06, 7.60], [13.66, 22.94, 5.86], [13.91, 24.67, 5.73], [15.20, 23.61, 6.34], [14.10, 23.46, 8.22], [18.98, 25.88, 10.00], [20.21, 26.40, 9.83], [18.94, 25.48, 11.02], [18.21, 26.64, 9.93], [18.77, 25.05, 9.32], [20.85, 25.72, 10.10], [19.34, 18.37, 8.78], [18.60, 19.54, 8.56], [18.99, 17.49, 8.23], [20.39, 18.56, 8.56], [19.43, 18.18, 9.85], [18.73, 19.68, 7.62], [14.26, 30.50, 3.56], [13.46, 30.99, 2.53], [13.79, 29.59, 3.95], [15.32, 30.42, 3.35], [14.27, 31.19, 4.40], [14.04, 31.26, 1.81]], "lowdin_charge": [-0.15, -0.19, -0.18, -0.39, -0.07, 0.01, 0.08, 0.09, 0.09, 0.12, 0.12, 0.13, 0.07, 0.07, 0.07, 0.06, 0.06, -0.13, -0.16, -0.26, -0.39, -0.07, 0.02, 0.09, 0.09, 0.09, 0.13, 0.12, 0.14, 0.07, 0.07, 0.07, 0.06, 0.06, -0.05, -0.30, -0.25, -0.06, 0.09, 0.12, 0.13, 0.12, 0.13, 0.08, -0.08, -0.22, -0.23, -0.07, 0.07, 0.11, 0.11, 0.11, 0.11, 0.08, -0.07, -0.20, -0.22, -0.09, 0.07, 0.11, 0.11, 0.11, 0.10, 0.08, -0.08, -0.21, -0.29, -0.05, 0.08, 0.11, 0.11, 0.13, 0.11, 0.09, -0.21, -0.10, 0.07, 0.08, 0.08, 0.08, -0.22, -0.10, 0.08, 0.08, 0.08, 0.08, -0.19, -0.12, 0.08, 0.07, 0.08, 0.07, -0.19, -0.11, 0.08, 0.08, 0.07, 0.07], "smiles": "COC[C@H](C)N.COC[C@H](C)N.OCCO.OCCO.OCCO.OCCO.CO.CO.CO.CO", "e_above_lowest_ev": 2.152}